C9H13NO2S2 | ωB97M-V with the def2-TZVPD basis set

Bonds (Å) are listed after each position.
Positions of all 27 atoms, in Å:
1 C -0.46672 3.37197 0.33269  C2 1.450, C3 1.352, H15 1.060
2 C -0.29431 1.98141 0.70731  C1 1.450, C4 1.345, H16 1.132
3 C -0.94002 3.49123 -0.92770  C1 1.352, S13 1.774, H17 0.996
4 C -0.59379 1.02575 -0.19012  C2 1.345, C7 1.451, S13 1.812
5 C 1.44658 -0.57355 -1.47207  S14 1.776, H18 1.082, H19 1.067
6 C -1.15208 -1.32448 -0.94626  C7 1.483, S14 1.971, H20 1.069, H21 1.170
7 C -0.48012 -0.40743 0.00645  C4 1.451, C6 1.483, N10 1.376
8 C -0.47838 -1.96503 1.96099  N10 1.448, H22 1.008, H23 1.108, H24 1.052
9 C 1.28347 -0.37804 1.75881  N10 1.446, H25 1.064, H26 1.135, H27 1.104
10 N 0.01728 -0.82359 1.22057  C7 1.376, C8 1.448, C9 1.446
11 O -0.34390 -0.89641 -3.49439  S14 1.464
12 O 0.61107 -2.92792 -2.48158  S14 1.429
13 S -0.88166 1.91608 -1.74144  C3 1.774, C4 1.812
14 S 0.23791 -1.55701 -2.32456  C5 1.776, C6 1.971, O11 1.464, O12 1.429
15 H -0.34181 4.22240 0.95252  C1 1.060
16 H -0.19820 1.72953 1.80717  C2 1.132
17 H -0.90344 4.33400 -1.45655  C3 0.996
18 H 1.51736 0.36253 -2.01016  C5 1.082
19 H 2.40115 -1.03814 -1.37028  C5 1.067
20 H -1.63760 -2.23734 -0.67544  C6 1.069
21 H -1.77732 -0.88979 -1.83488  C6 1.170
22 H -0.09997 -1.66434 2.84500  C8 1.008
23 H -1.58603 -1.97873 1.95815  C8 1.108
24 H -0.08948 -2.90601 1.69766  C8 1.052
25 H 1.10631 -0.13829 2.78024  C9 1.064
26 H 2.06674 -1.19895 1.78259  C9 1.135
27 H 1.57696 0.47014 1.11528  C9 1.104

Summary:
HOMO (alpha / beta) = -7.86 / -7.85 eV
Spin multiplicity = 1
DFT total energy = -36793.8194 eV
HOMO-LUMO gap (alpha / beta) = 6.81 / 6.80 eV
Lowest unoccupied orbital energy (alpha / beta) = -1.05 / -1.05 eV